Density functional theory data (ωB97M-V/def2-TZVPD) for an isolated molecule of C4H7NO.

XYZ file:
```
13
Properties=species:S:1:pos:R:3:lowdin_charge:R:1
O 1.93885 -1.42597 0.64734 -0.04
N -0.23971 -2.40749 -0.22149 0.18
C -0.07477 0.91047 0.41006 -0.21
C 0.65868 -0.12175 -0.34645 0.04
C -1.50953 0.93730 -0.17753 -0.08
C 0.54938 -1.51526 -0.04679 -0.58
H 0.39297 1.89441 0.30931 0.12
H -1.95005 -0.06214 -0.13507 0.07
H -0.12370 0.62827 1.46626 0.13
H 1.16942 0.16988 -1.26642 0.14
H -2.11946 1.62689 0.41237 0.08
H 2.58424 -1.90256 0.09595 0.08
H -1.51239 1.27762 -1.21755 0.08
```

Gap between HOMO and LUMO (spin up / spin down) = 8.11 / 6.57 eV
Relative energy (zero: lowest compared OMol25 entry of this formula, charge and spin) = 116.9 kcal/mol
Spin multiplicity = 1
DFT total energy = -7794.5740 eV



Density functional theory data (ωB97M-V/def2-TZVPD) for an isolated molecule of C4H7NO.

XYZ file:
```
13
Properties=species:S:1:pos:R:3:lowdin_charge:R:1
O -0.19829 1.35536 1.48465 -0.03
N 1.31848 -0.46002 0.22891 0.04
C -0.78987 0.44443 0.61060 -0.33
C -0.05056 -0.90602 0.50159 -0.20
C -0.50431 0.67074 -0.91412 -0.07
C 0.35081 -0.58723 -0.88925 -0.23
H -1.84791 0.37073 0.86786 0.14
H 1.90026 -1.29653 0.18548 0.10
H 0.71915 -1.18240 -1.71141 0.13
H 0.75628 1.26097 1.31228 0.08
H -0.25072 -1.84247 1.01283 0.14
H -1.42276 0.58187 -1.50684 0.11
H 0.01944 1.59056 -1.18257 0.11
```

Gap between HOMO and LUMO = 10.45 eV
Relative energy (zero: lowest compared OMol25 entry of this formula, charge and spin) = 62.7 kcal/mol
Spin multiplicity = 1
DFT total energy = -7796.9267 eV
SMILES string = O[C@H]1C[C@H]2N[C@@H]12



Density functional theory data (ωB97M-V/def2-TZVPD) for a structure of composition C4H7NO.

XYZ file:
```
13
Properties=species:S:1:pos:R:3:lowdin_charge:R:1
O 0.31612 2.38688 -0.84050 -0.07
N -0.51432 1.69019 0.03468 0.04
C 0.74981 -0.31314 -0.77712 -0.02
C -0.94252 -0.58267 0.86213 -0.23
C 0.27281 -1.51783 1.00876 0.05
C -0.30980 0.43868 -0.03607 -0.38
H -1.26413 -0.16257 1.81990 0.11
H 1.58645 0.27722 -1.15493 0.10
H 0.35623 -0.98241 -1.54487 0.11
H 0.08245 -2.44649 0.43991 0.03
H -1.81070 -1.03762 0.36271 0.11
H 1.23887 -0.92191 0.13944 0.05
H 0.14115 3.30711 -0.60656 0.09
```

Gap between HOMO and LUMO = 8.73 eV
Relative energy (zero: lowest compared OMol25 entry of this formula, charge and spin) = 152.9 kcal/mol
Spin multiplicity = 1
DFT total energy = -7793.0144 eV



Density functional theory data (ωB97M-V/def2-TZVPD) for a cluster of 2 separate species, C4H7NO in total.

XYZ file:
```
13
Properties=species:S:1:pos:R:3:lowdin_charge:R:1
O -0.10834 0.68885 -1.71969 0.02
N -1.48076 -0.54510 0.72289 -0.14
C 0.84763 0.27958 -1.10388 -0.36
C 1.58386 1.05848 -0.05178 -0.07
C -1.64770 0.62358 1.04921 0.06
C -1.12687 -1.69769 0.31425 -0.04
H 2.52773 1.42441 -0.47636 0.08
H -0.95230 -2.49142 1.03217 0.07
H 1.83388 0.41097 0.79538 0.08
H 0.97494 1.89969 0.28398 0.07
H -2.68557 0.95286 1.16024 0.05
H -1.03831 -1.87070 -0.75354 0.07
H 1.24273 -0.74193 -1.30074 0.11
```

Gap between HOMO and LUMO = 9.37 eV
Relative energy (zero: lowest compared OMol25 entry of this formula, charge and spin) = 88.1 kcal/mol
Spin multiplicity = 1
DFT total energy = -7795.8240 eV



Density functional theory data (ωB97M-V/def2-TZVPD) for a structure of composition C4H7NO.

XYZ file:
```
13
Properties=species:S:1:pos:R:3:lowdin_charge:R:1
O -1.90992 0.71392 0.22157 -0.12
N -0.26902 -1.08939 -0.29136 0.05
C 0.91659 -1.61254 0.33245 -0.14
C -0.82487 1.49023 -0.25594 -0.24
C 0.24156 0.61260 0.31888 -0.04
C 0.97445 -0.34907 -0.43844 -0.30
H -0.77417 1.54793 -1.35614 0.12
H 0.28341 0.64637 1.40945 0.14
H 0.96362 -1.60134 1.42145 0.10
H 1.37851 -2.47543 -0.14278 0.11
H -1.53764 -0.22679 0.05355 0.05
H 1.41898 -0.18410 -1.40290 0.13
H -0.86150 2.52761 0.13022 0.13
```

Gap between HOMO and LUMO = 9.88 eV
Relative energy (zero: lowest compared OMol25 entry of this formula, charge and spin) = 110.1 kcal/mol
Spin multiplicity = 1
DFT total energy = -7794.8693 eV



Density functional theory data (ωB97M-V/def2-TZVPD) for an isolated molecule of C4H7NO.

XYZ file:
```
13
Properties=species:S:1:pos:R:3:lowdin_charge:R:1
O -1.99616 0.70081 -0.18547 0.09
N 0.28164 0.22470 0.49524 -0.05
C 0.56796 -1.51644 0.12836 -0.01
C 0.91346 1.37909 -0.13255 -0.10
C -0.98651 -0.14522 0.11613 -0.46
C -0.87816 -1.49786 -0.01815 -0.08
H 1.18667 -1.36586 -0.75081 0.09
H 1.03993 -2.12860 0.89865 0.09
H 1.98735 1.32010 0.04536 0.08
H 0.73385 1.45003 -1.21352 0.08
H 0.56246 2.30129 0.34215 0.08
H -1.81544 1.56847 0.19675 0.11
H -1.59705 -2.29051 0.07786 0.09
```

Gap between HOMO and LUMO = 8.64 eV
Relative energy (zero: lowest compared OMol25 entry of this formula, charge and spin) = 77.3 kcal/mol
Spin multiplicity = 1
DFT total energy = -7796.2939 eV
SMILES string = CN1CC=C1O



Density functional theory data (ωB97M-V/def2-TZVPD) for an isolated molecule of C4H7NO.

XYZ file:
```
13
Properties=species:S:1:pos:R:3:lowdin_charge:R:1
O -1.30306 0.40910 -1.90547 0.05
N -1.03710 1.66799 -0.03902 0.16
C 0.76593 -0.48342 1.00164 -0.13
C -0.69189 0.64965 -0.88106 -0.52
C 0.33183 -1.55272 0.03994 -0.10
C 0.51351 -0.14600 -0.44060 -0.23
H 0.03783 -0.15538 1.73903 0.10
H 1.79225 -0.48666 1.35365 0.10
H 1.05859 -2.29290 -0.27717 0.10
H -0.68452 -1.92471 0.12363 0.11
H 1.38218 0.04632 -1.06642 0.15
H -1.74719 2.31266 -0.34911 0.11
H -0.41835 1.95606 0.70096 0.10
```

Gap between HOMO and LUMO = 10.69 eV
Relative energy (zero: lowest compared OMol25 entry of this formula, charge and spin) = 19.8 kcal/mol
Spin multiplicity = 1
DFT total energy = -7798.7849 eV
SMILES string = NC(=O)C1CC1



Density functional theory data (ωB97M-V/def2-TZVPD) for an isolated molecule of C4H7NO.

XYZ file:
```
13
Properties=species:S:1:pos:R:3:lowdin_charge:R:1
O 2.80019 1.15060 -1.40208 0.05
N -0.33100 0.98338 0.25319 0.04
C 0.78786 1.36791 -0.20105 -0.12
C 1.68934 0.71315 -1.20756 -0.23
C -0.94419 -0.28574 -0.10383 -0.29
C -1.01480 -1.14278 1.16163 -0.09
H 1.31397 -0.15831 -1.77480 0.11
H -0.06445 -1.65243 1.34861 0.07
H 1.19683 2.30928 0.17697 0.11
H -1.22685 -0.49771 2.01878 0.07
H -1.95931 -0.05488 -0.44554 0.11
H -1.80326 -1.89645 1.08858 0.07
H -0.44435 -0.83602 -0.91291 0.09
```

Gap between HOMO and LUMO = 9.39 eV
Relative energy (zero: lowest compared OMol25 entry of this formula, charge and spin) = 43.3 kcal/mol
Spin multiplicity = 1
DFT total energy = -7797.7646 eV
SMILES string = CC/N=C\C=O



Density functional theory data (ωB97M-V/def2-TZVPD) for a structure of composition C4H7NO.

XYZ file:
```
13
Properties=species:S:1:pos:R:3:lowdin_charge:R:1
O 2.06208 2.14923 -0.63674 -0.01
N -0.71881 -0.42758 -0.58725 -0.10
C 0.24530 0.48910 -0.70660 -0.27
C -1.82302 -0.06955 0.29432 -0.09
C 0.90062 1.54607 -0.86746 -0.15
C 0.66226 -1.23600 0.07279 0.01
H 2.38669 1.98378 0.26489 0.11
H 1.10692 -1.74630 -0.77383 0.08
H -1.53299 0.14161 1.32991 0.08
H 0.10370 -1.96236 0.66188 0.07
H -2.53112 -0.89756 0.29908 0.08
H 1.41334 -0.81272 0.75867 0.09
H -2.27497 0.84229 -0.10965 0.09
```

Gap between HOMO and LUMO = 8.60 eV
Relative energy (zero: lowest compared OMol25 entry of this formula, charge and spin) = 141.3 kcal/mol
Spin multiplicity = 1
DFT total energy = -7793.5151 eV



Density functional theory data (ωB97M-V/def2-TZVPD) for an isolated molecule of C4H7NO.

XYZ file:
```
13
Properties=species:S:1:pos:R:3:lowdin_charge:R:1
O 0.94753 -0.39388 2.08324 0.01
N 1.41490 0.85315 -0.50007 0.09
C -1.42623 0.34057 -0.64430 -0.05
C -0.06014 0.11445 0.01061 -0.33
C 1.12813 -0.52240 -0.63119 -0.22
C -0.07647 -0.22826 1.44690 -0.23
H -1.92901 -0.59047 -0.95767 0.08
H 1.92620 0.95209 0.38192 0.07
H -1.34678 0.96313 -1.53250 0.08
H -1.06619 -0.42526 1.91375 0.14
H 0.92322 -0.72166 -1.71668 0.13
H 1.65729 -1.05744 0.27073 0.15
H -2.13429 0.84119 0.03191 0.08
```

Gap between HOMO and LUMO = 10.40 eV
Relative energy (zero: lowest compared OMol25 entry of this formula, charge and spin) = 72.5 kcal/mol
Spin multiplicity = 1
DFT total energy = -7796.5010 eV
SMILES string = C[C@@]1(C=O)CN1



Density functional theory data (ωB97M-V/def2-TZVPD) for a cluster of 2 separate species, C4H7NO in total.

XYZ file:
```
13
Properties=species:S:1:pos:R:3:lowdin_charge:R:1
O 1.52868 0.00193 1.00784 -0.02
N -1.06121 1.79730 -0.12233 0.09
C 1.21551 0.25292 -0.31925 -0.39
C 0.55680 -0.78245 -0.97107 0.08
C -1.55362 0.77358 0.24672 -0.38
C -1.74136 -0.49871 0.67403 -0.02
H 1.99097 0.77915 -0.89429 0.15
H 0.26285 1.14480 -0.39782 0.11
H 0.37176 -0.63532 -2.03368 0.09
H -2.52487 -1.13298 0.27373 0.05
H 0.38545 -1.75770 -0.54432 0.07
H -1.48002 -0.67333 1.71779 0.06
H 2.04905 0.73079 1.36265 0.10
```

Gap between HOMO and LUMO (spin up / spin down) = 8.05 / 8.05 eV
Relative energy (zero: lowest compared OMol25 entry of this formula, charge and spin) = 113.7 kcal/mol
Spin multiplicity = 1
DFT total energy = -7794.7139 eV



Density functional theory data (ωB97M-V/def2-TZVPD) for a structure of composition C4H7NO.

XYZ file:
```
13
Properties=species:S:1:pos:R:3:lowdin_charge:R:1
O -2.19819 -1.01009 0.28249 0.05
N -0.44742 0.80047 -1.25052 0.02
C -0.09928 0.02569 -0.09254 -0.54
C -1.03867 -0.86388 0.60082 -0.22
C -0.34942 1.59159 -0.01494 -0.04
C 1.47150 -0.49316 -0.07003 0.00
H 1.49572 -0.93830 -1.05266 0.08
H -1.34335 1.79574 0.44930 0.09
H -1.40856 0.53623 -1.50298 0.11
H 2.31444 0.24129 -0.03785 0.11
H 0.73479 0.87558 0.41436 0.14
H 1.64201 -1.21208 0.74107 0.08
H -0.58008 -1.41095 1.44861 0.13
```

Gap between HOMO and LUMO (spin up / spin down) = 8.92 / 8.92 eV
Relative energy (zero: lowest compared OMol25 entry of this formula, charge and spin) = 142.5 kcal/mol
Spin multiplicity = 1
DFT total energy = -7793.4650 eV



Number 1: largest force on an atom 0.74 eV Å⁻¹. Number 2: largest force on an atom 0.59 eV Å⁻¹. Number 3: largest force on an atom 0.67 eV Å⁻¹. Number 4: largest force on an atom 0.62 eV Å⁻¹. Number 5: largest force on an atom 1.94 eV Å⁻¹. Number 6: largest force on an atom 2.58 eV Å⁻¹. Number 7: largest force on an atom 0.38 eV Å⁻¹. Number 8: largest force on an atom 0.50 eV Å⁻¹. Number 9: largest force on an atom 4.91 eV Å⁻¹. Number 10: largest force on an atom 2.95 eV Å⁻¹. Number 11: largest force on an atom 0.95 eV Å⁻¹. Number 12: largest force on an atom 4.03 eV Å⁻¹.